This record from the OMol25 dataset describes one molecule with the formula C8H18N2O. The level of theory is ωB97M-V/def2-TZVPD.

```
29
Properties=species:S:1:pos:R:3:forces:R:3
H 2.84765 0.60023 1.96306 -0.95 0.00 0.88
N -0.46888 -0.29776 0.27415 1.43 2.45 -0.25
H -1.70895 -1.96130 -0.52647 -1.97 0.54 0.28
C 2.79123 0.74001 0.90677 1.32 0.53 -1.57
H 1.43648 -1.45454 1.67215 -0.01 -0.23 -0.60
C -2.14821 1.37888 -0.73194 -1.50 -2.27 -1.58
H -1.97150 1.34398 -1.83206 1.50 -0.15 0.85
C -2.46499 -1.11515 -0.70345 0.51 -0.52 -1.34
H 3.83044 0.46070 0.62955 -0.55 0.06 -0.19
H 1.05843 -2.16171 0.05995 -0.27 0.41 0.17
H 2.67974 1.79482 0.58059 0.00 -0.61 0.64
C -2.54685 0.23037 1.50574 1.44 1.81 -1.26
H -1.81849 2.26036 -0.27214 0.19 1.26 0.44
H 2.66119 -2.14442 0.57346 0.04 1.12 0.04
H -1.89992 0.79988 2.19101 -0.01 -0.03 -0.39
C 1.74597 -1.51212 0.61009 0.26 -1.73 0.57
C 2.42596 -0.07506 -1.38971 0.62 -3.84 1.50
O 0.66483 1.71216 -0.47130 -2.38 -2.05 1.44
H 3.44361 -0.52743 -1.55402 -0.88 0.22 1.00
H -3.57128 -1.20860 -0.41841 1.72 -0.58 -0.50
H -3.22033 1.29374 -0.94263 -0.52 0.74 1.13
N 0.50719 0.50826 0.02709 -0.45 0.57 -1.80
H -2.75135 -0.66417 1.99686 -0.50 -1.74 0.52
C -1.88171 0.07990 0.09079 0.32 0.99 -0.91
H 2.49253 0.85705 -1.72550 0.06 3.99 -1.27
H -2.35637 -1.01445 -1.87858 -0.44 0.33 2.34
C 1.83935 -0.12257 0.04913 2.58 -0.61 0.61
H 1.80839 -0.63848 -2.03399 -1.01 -0.58 -0.89
H -3.42415 0.83741 1.34981 -0.56 -0.07 0.15
```
Positions in Å, forces in eV/Å.

As for the SMILES: CC(C)(C)/N=[N+](\[O-])C(C)(C)C. The calculation puts the frontier orbital gap (spin up / spin down) at 10.20 / 10.20 eV. For the HOMO energy (spin up / spin down), the calculation gives -9.468 / -9.467 eV. The calculation puts the total energy at -13611.6786 eV. Its spin multiplicity is 1. The calculation puts the energy above the lowest of the compared OMol25 structures with the same formula, charge and spin at 376.5 kJ/mol.

This record from the OMol25 dataset describes an isolated ion of composition CH3N2O3S and charge +1. The level of theory is ωB97M-V/def2-TZVPD.

```
10
Properties=species:S:1:pos:R:3:forces:R:3
H 0.86722 0.80696 -1.55904 -0.52 0.00 1.41
H -2.70245 -1.67792 2.66170 1.49 0.61 -0.52
S 0.05451 -1.90724 -0.24125 -3.55 1.40 -4.40
O 1.21700 -0.78373 -0.28281 -1.21 -1.84 2.44
N -1.13407 -1.09658 1.14305 -0.30 -0.37 0.79
H 0.80547 -0.78389 -2.19128 1.63 2.23 1.54
C -1.82945 -1.36785 2.01547 -1.42 -0.28 -0.30
O 0.40828 -3.03790 0.50929 0.15 0.15 -0.40
O -0.84751 -1.80250 -1.49866 3.92 -0.83 5.52
N 1.26706 -0.11928 -1.43114 -0.18 -1.08 -6.10
```
Positions in Å, forces in eV/Å.

As for the SMILES: C#[N+]S(=O)(=O)ON. The calculation puts the frontier orbital gap (spin up / spin down) at 8.62 / 8.62 eV. For the HOMO energy (spin up / spin down), the calculation gives -15.087 / -15.086 eV. The total charge is +1. The calculation puts the total energy at -21029.7814 eV. Its spin multiplicity is 1. The calculation puts the energy above the lowest of the compared OMol25 structures with the same formula, charge and spin at 288.6 kJ/mol.

This record from the OMol25 dataset describes an isolated ion of composition C5H8N and charge +1. The level of theory is ωB97M-V/def2-TZVPD.

```
14
Properties=species:S:1:pos:R:3:forces:R:3
H -3.33449 -0.76192 -0.46388 -0.02 -0.76 -0.12
C -2.83259 -0.00787 0.12029 -0.52 -0.58 2.08
H 2.97001 -0.31112 -0.36566 -1.22 0.23 -0.17
N -0.38042 -0.08053 -0.62303 -1.45 0.23 0.80
C -1.44770 -0.02723 -0.25096 -0.92 0.70 -0.64
H -2.76997 -0.38163 1.23365 -0.82 1.04 -1.91
C 0.91999 -0.14385 -1.04647 1.90 0.64 -0.73
H 3.01451 0.34245 1.70216 0.71 0.27 0.43
H 1.02776 -1.07276 -1.56551 0.15 -0.79 -0.29
H -3.46576 0.89111 -0.11036 1.30 -0.32 0.71
H 1.22970 0.53074 1.92660 -0.44 0.77 0.16
H 1.05703 0.62792 -1.83961 -0.01 -0.26 0.65
C 1.95340 -0.03630 0.02842 2.73 0.07 -1.19
C 2.05854 0.43099 1.25437 -1.41 -1.23 0.23
```
Positions in Å, forces in eV/Å.

As for the SMILES: C=CC[N+]#CC. The calculation puts the frontier orbital gap at 10.59 eV. For the HOMO energy, the calculation gives -14.187 eV. The total charge is +1. The calculation puts the total energy at -6795.6265 eV. Its spin multiplicity is 1. The calculation puts the energy above the lowest of the compared OMol25 structures with the same formula, charge and spin at 237.5 kJ/mol.

This record from the OMol25 dataset describes C5H9NO as an isolated structure. The level of theory is ωB97M-V/def2-TZVPD.

```
16
Properties=species:S:1:pos:R:3:forces:R:3
C -0.88302 -0.62281 0.87064 -0.09 0.06 0.01
C 1.07790 -0.37901 0.81170 0.04 0.43 -0.15
H -0.16489 0.73077 -2.23142 0.02 0.00 0.17
C 1.23982 -0.02412 -0.66181 -0.02 -0.06 0.06
C -1.20274 0.24376 -0.31281 -0.16 -0.19 0.01
N -0.61764 1.58675 -0.25183 -0.09 0.21 -0.03
H -1.32703 -1.62498 0.74325 0.13 0.09 0.02
H 2.09740 0.65508 -0.74944 -0.12 -0.09 0.03
C -0.03716 0.59694 -1.15953 0.11 -0.13 -0.17
H 0.27764 -1.36776 1.12105 -0.25 -0.13 0.05
H -1.20407 -0.20748 1.82866 0.07 -0.03 -0.15
O 1.58913 -1.51483 1.26649 0.15 -0.10 0.05
H 1.06611 0.50220 1.47218 0.02 -0.18 -0.08
H -1.19611 2.24283 -0.76858 0.08 -0.06 0.07
H 1.46682 -0.94869 -1.20366 -0.04 0.15 0.05
H -2.18218 0.13136 -0.77489 0.16 0.05 0.06
```
Positions in Å, forces in eV/Å.

The calculation puts the frontier orbital gap at 9.78 eV. For the HOMO energy, the calculation gives -8.931 eV. The calculation puts the total energy at -8863.8679 eV. Its spin multiplicity is 1. The calculation puts the energy above the lowest of the compared OMol25 structures with the same formula, charge and spin at 515.7 kJ/mol.

> Look up the spin multiplicity of the fourth one.

1

> Which formula does entry 4 have?

C5H9NO

> What is the spin multiplicity in the first record?

1

> Number 4 is which compound?

C5H9NO